Record 1
Entry from the Open Molecules 2025 dataset: 3 unconnected molecules or ions with the total composition C4H8N2O in a non-equilibrium geometry (ωB97M-V/def2-TZVPD).

The geometry in XYZ format:
```
15
Properties=species:S:1:pos:R:3:forces:R:3
C 1.193460 0.943821 -1.550500 0.0449 -0.0546 -0.1418
C 0.544628 -0.195921 -0.808435 0.3855 -0.9613 -0.5537
C -0.464032 0.146968 0.167271 0.4404 -0.0796 0.3072
N -0.793756 1.522272 0.362164 0.1646 -0.2460 0.2695
C -1.010117 -0.815144 0.946742 -1.8140 1.0205 -0.5434
O 0.872656 -1.374804 -1.024635 -0.2563 1.1901 -0.2135
N -2.020423 -1.331530 1.397388 0.7511 -0.5140 -0.1885
H 0.888304 -2.139229 0.518228 -0.6486 -0.2491 2.2268
H -0.160697 1.986630 1.003294 -0.1886 0.1099 -0.0151
H -1.755042 1.658538 0.645744 0.1043 -0.0275 0.0797
H -1.999839 -1.942932 2.202961 0.1374 0.1085 0.2573
H 0.622838 -2.159449 1.317282 0.9087 -0.2143 -1.6106
H 1.855791 1.502709 -0.886587 -0.0026 -0.0013 0.0739
H 1.779564 0.550448 -2.377037 -0.0056 -0.0613 0.0346
H 0.446664 1.647623 -1.913880 -0.0211 -0.0201 0.0176
```
Forces are in eV/Å.

- Energy: -9302.418 eV
- E_LUMO: 0.4 eV
- Total charge: 0
- E_HOMO: -8.8 eV
- Kohn-Sham gap: 9.16 eV
- Relative energy (zero: lowest compared OMol25 entry of this formula, charge and spin): 383.52 kJ/mol



Record 2
Entry from the Open Molecules 2025 dataset: a molecular structure, C47H60BrN5O5PRbS in a non-equilibrium geometry (ωB97M-V/def2-TZVPD).

The geometry in XYZ format:
```
121
Properties=species:S:1:pos:R:3:forces:R:3
Rb -0.327500 -0.791806 1.804429 0.3592 -0.1286 0.2040
C 2.609665 4.172668 -4.234267 0.7061 -0.6684 1.8746
C 1.286874 3.474956 -4.485774 -0.9724 -1.1130 2.0015
C 1.304910 2.920371 -5.893788 0.8955 0.3910 -0.4815
C 0.160680 4.512628 -4.291875 0.1556 0.9242 1.5992
C 1.118773 2.276043 -3.450834 0.8274 0.5137 -1.5558
C 0.648533 2.442466 -2.173930 0.0881 1.8405 -1.1747
C 0.672006 1.485970 -1.211233 -0.0341 -2.4420 0.7723
N 0.194381 1.705797 0.069990 0.8818 -0.2449 0.0966
C -0.787701 2.466119 0.394090 -0.4837 -0.2397 0.2068
C -1.834807 2.911208 -0.536401 2.0213 0.1821 1.1657
C -2.741231 3.793004 -0.178769 -0.9547 0.8649 0.6380
C -2.769038 4.227989 1.214821 0.3242 -0.6450 0.8135
C -1.955754 3.786213 2.211841 -0.2773 -0.6643 0.0267
C -0.882461 2.828766 1.875647 0.8740 -0.3986 -0.0789
O -0.062636 2.400129 2.694198 -1.0202 0.4278 -0.8794
C -2.157398 4.066817 3.715141 -1.2138 0.6985 -1.1332
C -0.995867 4.944203 4.172080 0.4148 -1.2751 2.0459
C -3.430906 4.933143 3.859149 1.2233 1.2252 0.2646
C -2.494847 2.787654 4.492838 0.7270 -0.2440 0.6144
C -3.773506 4.364257 -1.143388 -0.2682 -0.4801 -0.9245
C -3.175428 5.576864 -1.895487 -0.0809 0.9692 1.4560
C -4.148148 3.346328 -2.220457 1.4517 0.1935 -0.5591
C -5.054628 4.685249 -0.404163 -0.6878 0.0859 1.7842
C 1.294094 0.176335 -1.510864 -0.2837 0.6555 0.4011
O 1.316281 -0.760870 -0.646988 0.1100 0.4964 -0.3032
C 1.832648 0.038374 -2.849600 0.2746 -1.3205 -0.0292
C 1.703447 1.031245 -3.785511 -0.6030 0.7073 0.3983
C 2.465829 -1.318814 -3.285194 -0.6872 0.1190 -0.6460
C 2.795882 -1.285103 -4.813320 0.2347 0.3801 0.6009
C 1.402612 -2.455909 -3.139009 0.3805 1.2167 0.4194
C 3.687418 -1.697839 -2.445050 0.1622 0.2246 -0.1432
H 2.605885 5.091137 -4.777710 0.3934 0.8088 -0.4957
H 3.434260 3.509643 -4.552305 -0.1800 0.4278 0.0858
H 2.777150 4.396113 -3.120954 -0.3567 -0.2677 -1.5522
H 1.496241 3.781642 -6.533994 0.2173 -0.0138 -0.4036
H 0.354433 2.532719 -6.211305 -0.4502 -0.5217 0.0209
H 2.129919 2.168654 -6.044635 -0.9494 0.8934 0.0098
H 0.154491 5.314135 -5.009087 0.3420 0.2652 -0.8057
H 0.194381 5.098430 -3.310534 0.4567 -1.0003 -0.9546
H -0.839545 4.131766 -4.281675 -0.5907 -0.7926 -0.2072
H 0.374144 3.440523 -1.870930 -0.3238 0.2304 0.0845
H -1.656445 2.642340 -1.522553 -0.2076 -0.7931 -1.6788
H -3.612973 4.815347 1.505344 -0.0815 0.3597 0.0874
H -0.935788 5.813838 3.546345 0.1102 0.5474 -0.1643
H -0.039941 4.393314 4.175188 -0.3692 0.2395 -0.2711
H -1.173001 5.212547 5.253393 0.1318 0.1302 -0.9769
H -3.252903 5.919941 3.385836 -0.1373 -0.2820 0.2256
H -3.597375 5.113129 4.924108 -0.1596 -0.0223 -0.0395
H -4.302069 4.520154 3.407583 -0.6935 -0.6390 -0.1794
H -1.776895 1.961448 4.440227 0.0416 0.4302 -0.1782
H -3.423828 2.418678 4.098295 -0.4468 -0.2533 -0.1461
H -2.669998 2.992115 5.565999 0.1621 0.2184 -0.3695
H -2.270693 5.360756 -2.499203 -0.5313 -0.1211 0.4632
H -2.915219 6.321270 -1.084515 -0.0404 -0.4072 -1.0624
H -3.949773 6.022728 -2.536486 0.2289 -0.0317 0.0724
H -3.244551 3.208079 -2.839548 -0.3049 -0.6168 0.2247
H -4.871260 3.703189 -2.931553 -0.6177 0.5590 -0.0720
H -4.520633 2.435307 -1.801893 0.0099 -0.7354 0.2401
H -4.924860 5.484905 0.331018 0.1214 0.1958 -0.1360
H -5.413613 3.827784 0.248235 0.4223 0.6379 -1.0418
H -5.874498 5.039349 -1.021253 -0.0300 -0.2217 -0.4930
H 2.026340 0.862673 -4.810338 0.0259 0.0535 0.6063
H 1.897046 -1.057976 -5.407335 0.2350 -0.2827 0.1371
H 3.198451 -2.252497 -5.102015 -0.0333 -0.1805 -0.0918
H 3.557245 -0.530195 -5.068146 -0.1587 -0.1637 0.1522
H 0.446753 -2.028620 -3.425721 -0.3528 -0.2184 0.0864
H 1.373084 -2.867281 -2.139040 -0.2574 0.2101 0.2879
H 1.646406 -3.251914 -3.795948 0.2280 -0.8814 -0.8052
H 4.438578 -0.894775 -2.364321 -0.0791 -0.2795 -0.5040
H 4.138781 -2.647187 -2.840027 -0.2891 0.7437 0.5783
H 3.321996 -1.765945 -1.423775 0.2347 -0.5107 0.0278
Br 0.836167 -8.917626 0.009953 0.3789 0.0598 0.0975
C 2.074410 -8.233184 1.322025 -1.6294 0.3086 -0.2004
C 3.422984 -8.359328 1.167454 0.8954 0.1241 -0.1279
C 4.266238 -7.874770 2.154148 0.4203 0.2118 -0.3946
C 3.760804 -7.224986 3.291685 1.5029 -0.7253 -0.5311
C 2.391207 -7.111577 3.399850 -1.0053 0.0198 -0.6333
C 1.523877 -7.557731 2.405269 0.3285 -0.5438 0.6032
N 4.672555 -6.941579 4.324009 -0.8502 0.7015 0.7686
N 4.446197 -5.937393 5.110374 0.2490 0.5423 -1.3467
C 3.775211 -4.782482 4.699828 0.7424 -1.2457 1.1946
C 3.263769 -4.098056 5.834149 0.7282 -0.5298 -0.4576
C 2.372914 -3.091004 5.746776 -0.3900 0.1760 -0.5755
C 1.850792 -2.668594 4.470720 -0.2159 1.2687 0.5144
O 0.968312 -1.780555 4.356686 0.8413 -1.2186 -0.0353
C 2.581395 -3.226706 3.306589 -0.5183 0.0656 -0.8380
N 2.215066 -2.697481 2.131947 -0.3095 0.8919 -0.5081
C 2.806470 -3.059793 1.014913 -0.9458 -0.2111 0.4623
C 3.779584 -4.040893 1.047170 1.0544 0.1766 -1.1515
C 4.228376 -4.591437 2.193340 0.4330 -1.3805 1.5694
C 3.559427 -4.227425 3.391142 -0.0310 -0.5271 0.4131
H 3.874054 -8.745085 0.264805 -0.2049 -0.2825 -0.0566
H 5.350263 -7.935432 1.953840 -0.6063 0.0310 0.4931
H 1.961893 -6.645335 4.249398 -0.2476 0.4364 0.7160
H 0.441870 -7.476447 2.562154 0.5245 0.0261 -0.2824
H 3.655904 -4.479500 6.773600 -0.2065 0.1508 0.0500
H 2.045426 -2.567927 6.606550 -0.4484 0.3848 0.7421
H 2.444837 -2.631797 0.075967 0.1082 -0.0294 0.4762
H 4.260300 -4.296754 0.133188 0.2862 -0.2628 -0.7334
H 5.031808 -5.390606 2.224869 -1.0926 1.3179 -0.1700
O 3.850055 -0.132009 0.659396 -1.7239 -0.1252 0.9019
H 2.862144 -0.119737 0.391968 1.8475 -0.2710 0.4979
H 3.835332 -0.386329 1.620393 -0.1465 0.3430 -1.4511
S -5.521379 1.590717 2.258117 -1.9104 0.9906 -0.3870
C -4.094186 0.872954 2.185717 1.4464 -0.7826 0.8245
N -3.061224 0.351703 2.341396 0.3777 -0.1807 -0.5771
C -2.760698 -0.489780 -0.822388 -1.6726 0.1205 -0.0700
P -2.925038 -2.310398 -0.438817 0.2061 1.1440 -0.9104
C -4.414312 -2.488823 0.544504 -0.0300 -1.2386 1.9401
C -3.302621 -3.098830 -2.066212 1.2551 -0.5201 -0.0337
O -1.729259 -2.875488 0.206846 0.6453 -0.4794 0.3681
H -3.746195 -0.175533 -1.245804 0.5002 -0.2735 -0.0002
H -1.999549 -0.138007 -1.526792 0.1670 -0.6519 0.1362
H -2.730536 0.138515 0.083279 0.3051 -0.6091 -0.0270
H -5.157861 -1.801338 0.281768 -1.1609 1.2087 -0.6814
H -4.270571 -2.309388 1.654029 0.4122 -0.0976 -1.3203
H -4.877910 -3.496855 0.470242 0.5624 0.4349 -0.1975
H -4.169793 -2.688466 -2.541819 -0.5866 0.3840 -0.2189
H -3.429546 -4.202264 -2.005626 0.0854 0.7091 0.3284
H -2.420862 -2.930883 -2.735691 -0.6362 -0.0080 0.5827
```
Forces are in eV/Å.

- Energy: -158225.677 eV
- E_LUMO: 3.3 eV
- Total charge: -2
- E_HOMO: -2.2 eV
- Kohn-Sham gap: 5.53 eV
- Relative energy (zero: lowest compared OMol25 entry of this formula, charge and spin): 168.12 kJ/mol



Record 3
Entry from the Open Molecules 2025 dataset: 2 unconnected molecules or ions with the total composition C2H7N4O in a non-equilibrium geometry (ωB97M-V/def2-TZVPD).

The geometry in XYZ format:
```
14
Properties=species:S:1:pos:R:3:forces:R:3
C 0.134667 -1.109450 0.188982 0.0429 -0.0886 1.2767
C 1.723842 0.684013 -0.209992 0.5725 1.0746 2.0409
N -3.311249 -0.242045 -0.145199 -1.2688 0.1223 -1.0119
N 0.027021 -2.183871 0.651666 0.1482 -0.3470 -0.7410
N -2.177120 0.117086 0.206692 1.7214 -0.4205 0.9300
N 0.431745 0.123147 0.047053 -1.5600 -0.0593 0.1287
O -4.335941 0.382598 -0.247468 -1.0262 1.2168 0.5498
H 1.470745 1.769479 -0.232331 1.1557 -0.8107 -0.4295
H 2.009443 0.207630 -1.079643 1.3548 0.0319 -2.1863
H 2.444172 0.438973 0.591556 -0.4077 0.3203 -0.2935
H -3.471199 -1.191218 -0.504199 1.0654 -0.4625 0.1944
H -0.020167 -3.173905 0.390346 -0.0712 0.7150 0.0573
H -2.104265 1.049384 0.655051 -1.2721 -0.3783 -0.5540
H -0.291211 0.803489 -0.153610 -0.4550 -0.9141 0.0386
```
Forces are in eV/Å.

- Energy: -10184.005 eV
- E_LUMO: -4.0 eV
- Total charge: +1
- E_HOMO: -14.5 eV
- Kohn-Sham gap: 10.51 eV
- Relative energy (zero: lowest compared OMol25 entry of this formula, charge and spin): 510.28 kJ/mol



Please write out number 1 again, unchanged.
Entry from the Open Molecules 2025 dataset: 3 unconnected molecules or ions with the total composition C4H8N2O in a non-equilibrium geometry (ωB97M-V/def2-TZVPD).

The geometry in XYZ format:
```
15
Properties=species:S:1:pos:R:3:forces:R:3
C 1.193460 0.943821 -1.550500 0.0449 -0.0546 -0.1418
C 0.544628 -0.195921 -0.808435 0.3855 -0.9613 -0.5537
C -0.464032 0.146968 0.167271 0.4404 -0.0796 0.3072
N -0.793756 1.522272 0.362164 0.1646 -0.2460 0.2695
C -1.010117 -0.815144 0.946742 -1.8140 1.0205 -0.5434
O 0.872656 -1.374804 -1.024635 -0.2563 1.1901 -0.2135
N -2.020423 -1.331530 1.397388 0.7511 -0.5140 -0.1885
H 0.888304 -2.139229 0.518228 -0.6486 -0.2491 2.2268
H -0.160697 1.986630 1.003294 -0.1886 0.1099 -0.0151
H -1.755042 1.658538 0.645744 0.1043 -0.0275 0.0797
H -1.999839 -1.942932 2.202961 0.1374 0.1085 0.2573
H 0.622838 -2.159449 1.317282 0.9087 -0.2143 -1.6106
H 1.855791 1.502709 -0.886587 -0.0026 -0.0013 0.0739
H 1.779564 0.550448 -2.377037 -0.0056 -0.0613 0.0346
H 0.446664 1.647623 -1.913880 -0.0211 -0.0201 0.0176
```
Forces are in eV/Å.

- Energy: -9302.418 eV
- E_LUMO: 0.4 eV
- Total charge: 0
- E_HOMO: -8.8 eV
- Kohn-Sham gap: 9.16 eV
- Relative energy (zero: lowest compared OMol25 entry of this formula, charge and spin): 383.52 kJ/mol



Question: Which of these has the highest Kohn-Sham gap?
Answer: C2H7N4O



Question: The lowest E_HOMO belongs to which entry?
Answer: C2H7N4O



Question: The lowest total charge belongs to which entry?
Answer: C47H60BrN5O5PRbS